1.
115
Properties=species:S:1:pos:R:3:forces:R:3:mulliken_charge:R:1 method="wB97M-V/def2-TZVPD" s_squared=0.763 homo_lumo_gap_ha="0.253 / 0.190" mol_weight_g_mol=854.536 spin_multiplicity=2 e_tot_ha=-4216.3924 total_charge=+7
H -3.757 -2.773 -7.370 -0.45 0.03 0.14 0.463
C -1.322 -0.774 -6.614 1.01 0.82 -0.13 -0.404
N 2.450 0.619 -5.268 -0.46 -0.20 -1.17 0.166
H -1.891 0.737 -3.016 -0.05 0.30 0.35 0.719
H -0.848 -4.185 -0.705 0.21 -0.64 -0.27 0.452
H -1.318 -2.482 -8.960 -0.15 -0.31 0.16 0.415
H -0.449 -3.383 6.975 -0.35 0.71 0.08 0.564
O 1.312 0.779 1.814 0.77 0.92 0.15 0.238
H 0.645 0.546 4.938 -0.06 0.31 0.14 0.624
H 3.027 6.143 -1.773 -0.19 0.04 -0.03 0.423
C -3.001 -0.746 4.631 1.14 0.23 0.45 -0.752
H -0.807 4.630 3.506 -0.22 0.38 0.01 0.353
H 3.372 -1.603 -0.752 -0.12 0.64 -0.66 0.589
C 1.635 -2.189 -2.058 -0.95 -0.40 -1.73 0.187
H 3.957 1.273 -6.555 0.25 0.34 0.40 0.411
C -3.313 -0.976 1.130 0.75 -0.97 -0.23 -0.849
C -0.641 -1.176 5.090 -0.65 0.08 0.15 1.171
C 2.481 5.207 -1.897 -1.45 0.08 0.09 -1.008
H -1.404 -0.788 -9.151 -0.70 0.23 -0.22 0.313
N -2.170 -1.479 -7.328 -1.89 -1.42 0.60 0.017
H -0.480 -4.706 1.388 0.45 -0.49 -0.22 0.395
O -0.140 -0.636 1.327 -2.08 -4.26 0.46 -0.312
C -0.373 0.188 4.905 -0.74 -0.34 -0.19 -0.573
H -0.547 -0.326 -7.218 0.15 0.31 0.24 0.457
H -2.196 -2.669 5.060 -0.16 -0.06 0.12 0.650
H 2.334 2.139 -3.894 -0.06 -0.01 0.17 0.554
H 2.729 4.813 -2.883 0.20 -0.09 0.16 0.302
N -0.499 5.096 1.523 2.27 0.28 -4.50 0.313
H 2.795 2.598 -6.104 0.03 -0.29 0.27 0.326
C -3.448 -2.080 -1.003 0.89 -2.77 -1.61 -0.697
C 0.438 -2.192 5.330 0.58 0.08 -0.62 -0.032
H 2.450 -1.028 -6.593 -0.14 0.28 -0.23 0.590
H -0.953 3.250 2.536 0.17 -0.04 -0.79 -0.048
H -2.929 -1.852 -9.298 0.07 0.49 0.07 0.330
C -2.289 -0.084 -2.438 -1.33 1.11 2.80 -0.498
H 1.227 -4.561 1.983 -0.38 0.04 0.25 0.436
C 1.949 0.116 -3.041 0.89 0.75 0.54 -0.996
C -1.987 -1.637 -8.794 0.84 -0.34 -0.14 -0.734
H -4.484 0.658 3.462 -0.21 0.69 -0.34 0.415
C 0.114 -3.716 -0.853 0.40 1.71 -1.88 -0.574
H 3.734 -5.541 4.604 0.10 -0.41 0.28 0.328
C 0.426 6.179 1.670 -2.02 0.52 -0.73 -0.261
C 1.256 -4.320 6.287 1.28 3.35 -1.98 -0.258
C -2.441 -1.353 -4.574 0.63 0.32 -0.60 0.608
C -3.322 -2.143 -5.325 0.50 0.95 0.51 -0.739
H 3.276 -5.974 6.325 -0.27 0.06 -0.28 0.344
H -0.771 3.845 -0.258 -0.10 0.25 -0.08 0.296
H -3.024 -0.021 1.568 -0.68 0.03 -0.29 0.033
C -1.974 -1.617 4.953 0.40 -0.02 0.13 -0.729
H 2.621 4.609 5.371 0.27 -0.70 0.52 0.400
H -4.411 1.873 4.743 0.22 0.12 0.04 0.319
H 1.863 0.452 -2.018 -0.29 0.33 0.02 0.636
H -1.341 2.091 4.427 0.16 0.00 0.13 1.058
O -0.312 1.258 0.471 -1.19 2.38 -1.36 -0.378
C 2.266 -0.710 -5.578 1.49 1.49 -0.12 -0.534
H 1.938 -2.635 -4.920 0.47 -0.30 0.09 0.590
H -4.110 -2.626 -4.767 -0.29 -0.34 -0.67 0.663
N 0.239 0.479 1.193 3.26 0.72 0.78 0.109
H -3.408 2.134 3.249 -0.40 -0.05 0.00 0.254
N 2.364 -4.216 5.429 -1.41 -1.57 1.02 0.040
C 0.473 -3.098 -2.102 1.89 1.23 2.90 -0.443
C 1.523 -2.220 4.428 0.80 -1.63 0.19 -0.255
H 0.424 6.646 2.644 0.39 0.36 -0.20 0.544
N 0.807 -3.496 0.269 1.80 2.06 -0.42 0.249
H -2.568 -1.681 1.499 0.17 0.03 0.00 0.283
C -2.624 -1.244 -3.100 0.10 -0.32 0.13 1.385
C -1.415 -0.649 -5.249 -0.80 -0.82 0.71 -0.428
N -2.719 0.563 4.456 0.63 -0.16 0.06 0.118
C -3.181 -2.156 -6.696 0.66 -0.26 -0.93 -0.616
H 2.436 1.304 -7.280 -0.45 0.09 0.18 0.356
C 0.917 5.393 -1.845 1.44 0.54 -1.73 -0.572
H 0.609 6.178 -2.535 0.14 0.65 0.46 0.360
H 1.769 -1.451 3.711 -0.64 0.25 -0.14 0.187
C 1.903 -2.635 0.292 -0.61 -0.86 -1.96 -0.320
N 0.479 5.624 -0.499 -3.59 -1.48 3.13 0.217
C 2.128 -1.622 -4.597 -1.23 -1.63 0.48 -0.518
C 3.501 -5.185 5.608 0.11 0.38 -0.55 -0.774
C 0.361 -3.204 6.283 0.26 -2.59 -0.22 -0.595
H -3.736 -2.944 -0.422 -0.47 0.15 0.27 0.482
C 1.998 -1.254 -3.259 -1.24 0.03 0.58 1.000
C 2.388 -2.028 -0.887 -1.50 -1.83 1.68 -0.601
H 4.357 -4.624 5.983 -0.07 0.07 0.06 0.373
H -0.203 -3.221 -2.935 0.32 0.03 -0.20 0.693
C -1.438 1.030 4.607 -0.79 -0.50 -0.20 -0.795
C 2.924 1.541 -6.334 0.28 -0.47 -1.01 -0.850
H -3.237 -3.250 -2.869 -0.57 -0.32 0.56 0.646
H 2.429 -2.460 1.219 -0.29 -0.41 0.18 0.376
C -1.204 4.310 2.543 0.60 0.24 0.87 -0.539
H -2.287 4.423 2.575 0.12 0.42 -0.43 0.330
C -2.650 0.105 -1.023 1.01 -1.73 -2.60 -0.825
H 3.284 -3.273 3.772 0.20 -0.51 0.18 0.630
H 0.364 4.575 -2.306 0.13 -0.53 0.69 0.351
O 2.627 1.835 4.166 0.95 -1.16 -1.09 -0.476
H -4.034 -1.045 4.525 -0.03 -0.11 0.02 0.573
H -0.689 -0.077 -4.691 0.06 0.13 -0.15 0.142
H -4.267 -1.449 1.364 -0.28 0.82 0.10 0.625
H 1.715 4.960 4.066 -0.12 -0.05 -0.56 0.215
C 1.925 4.101 4.703 0.32 0.77 -0.86 -1.008
H 1.142 -5.174 6.937 0.34 -0.03 0.12 0.486
C -0.397 4.772 0.152 1.30 1.06 1.72 -0.287
C 2.561 3.026 3.842 -1.94 2.39 2.32 1.100
C 2.221 1.076 -4.049 0.07 -1.69 0.88 -0.585
C -3.849 1.409 3.932 0.53 -0.55 0.47 -0.795
H -2.433 1.016 -0.485 -0.10 -0.18 0.04 0.641
O 2.959 3.346 2.692 0.92 -1.29 -1.05 -0.415
H 0.976 3.879 5.192 0.38 -0.61 0.22 0.341
C 0.833 6.623 0.406 0.70 -2.24 0.78 -0.547
Cu 3.632 1.193 2.091 -1.12 0.99 0.82 0.549
H -0.077 -3.247 2.124 0.68 0.22 0.31 0.388
C -3.145 -2.308 -2.350 -0.05 1.23 0.37 -0.639
H 2.759 4.546 -1.077 0.24 -0.23 -0.22 0.273
C 2.426 -3.312 4.428 -1.10 1.95 1.98 -0.766
H 1.533 7.344 0.011 -0.12 0.47 0.72 0.466
N -3.137 -0.979 -0.348 0.15 2.57 -0.27 0.179
C 0.375 -4.047 1.538 -1.01 -0.26 0.40 -1.083


2.
121
Properties=species:S:1:pos:R:3:forces:R:3:mulliken_charge:R:1 method="wB97M-V/def2-TZVPD" s_squared=0.755 homo_lumo_gap_ha="0.227 / 0.223" mol_weight_g_mol=1137.796 spin_multiplicity=2 de_lowest_kcal_mol=27.2 e_tot_ha=-6174.4364 total_charge=-2
H 0.312 -6.565 1.451 0.00 0.00 0.01 0.530
As 0.133 5.145 -2.424 0.21 -0.27 -0.01 2.100
H -3.785 -2.989 -0.530 0.02 0.00 0.03 -0.624
H -3.963 -5.534 -0.407 0.00 -0.01 0.01 0.345
H -0.652 3.139 1.392 0.01 0.01 -0.02 0.289
H -5.504 -1.953 1.359 0.05 -0.01 0.01 0.397
H -2.461 6.405 0.774 -0.01 0.00 -0.02 0.161
H 6.900 -1.191 -1.396 0.03 0.01 -0.02 0.513
O 9.023 -0.777 -2.634 0.09 0.02 0.09 -0.669
C -3.629 5.372 2.253 -0.02 -0.02 0.01 -0.991
C -3.149 -2.628 2.279 -0.17 0.04 0.12 -0.126
H -7.621 -0.974 0.642 -0.01 0.01 -0.01 0.403
C -5.507 -0.937 0.981 -0.07 0.06 0.05 -0.258
C 2.060 -4.703 0.423 0.05 -0.01 0.02 -0.991
C 4.362 -0.847 -0.509 -0.12 0.21 -0.08 0.254
H -7.691 1.377 -0.184 -0.01 -0.01 0.01 0.398
H -0.728 -5.459 2.335 0.00 -0.01 -0.01 0.454
O 4.910 -1.814 0.039 -0.09 -0.23 -0.04 -0.799
H -4.117 2.083 -5.243 0.01 0.00 0.00 0.340
O 3.353 -0.187 -0.134 0.39 -0.65 0.18 -0.644
H -3.395 0.064 -2.151 0.00 0.01 0.00 0.091
C -3.927 -2.660 3.441 -0.01 -0.06 0.01 0.224
C -1.805 0.006 2.847 0.00 0.07 0.15 -1.436
H 2.484 -5.716 0.422 0.03 0.01 0.01 0.278
H -4.602 4.533 0.513 0.00 -0.01 -0.02 0.195
H -1.207 -4.092 -3.258 0.02 -0.02 0.02 0.274
H -4.095 -4.665 -4.067 0.00 -0.01 -0.02 0.363
Cs 1.985 1.944 -1.179 -1.99 -0.91 2.85 1.393
C -2.772 -3.838 1.689 0.06 -0.08 -0.10 0.476
F -1.072 4.371 -3.413 -0.13 0.01 -0.05 -0.522
F 0.220 3.669 -1.442 -1.54 1.44 -0.25 -0.696
C -1.145 5.170 1.959 0.01 -0.01 -0.01 -0.712
H -3.708 -2.444 -2.731 -0.02 -0.02 -0.02 0.500
H -0.357 -5.324 -1.973 -0.05 0.02 -0.05 0.147
H -2.148 -3.185 -4.411 -0.02 0.01 0.00 0.411
H -4.768 0.564 -4.656 -0.02 0.01 0.00 0.351
H -1.847 3.226 2.668 0.00 0.02 -0.01 0.344
H -1.773 2.613 -1.933 0.05 0.07 -0.03 -0.144
H -0.384 5.458 1.233 0.01 0.01 0.00 0.158
C -2.739 0.963 -4.002 0.01 0.04 0.01 -0.998
H -4.311 -6.000 3.813 0.00 0.00 0.00 0.400
H -2.359 4.180 -0.160 -0.03 0.09 -0.05 -0.142
H 1.991 -4.608 -1.738 0.01 -0.01 0.01 0.432
F -1.136 5.719 -1.375 -0.07 0.07 0.03 -0.464
C -4.347 1.093 0.387 -0.08 0.25 -0.13 -0.052
H -2.696 -5.625 -4.528 0.02 -0.01 0.01 0.445
H -1.167 0.786 2.438 0.02 -0.01 -0.01 0.347
C 5.061 -0.236 -1.739 0.06 0.16 -0.08 0.214
H 7.171 2.504 -3.547 0.01 -0.02 -0.01 0.543
C -3.104 -3.655 -1.073 -0.15 -0.06 -0.03 1.352
C -3.985 -5.057 3.392 0.00 0.04 0.01 -0.848
H -5.300 1.427 -2.534 0.01 0.01 -0.02 0.172
C -4.837 2.159 -3.202 -0.01 -0.03 0.01 -0.908
C -4.341 -3.859 4.002 0.03 0.01 -0.04 -0.910
H 0.956 -3.451 -0.926 0.02 0.01 -0.02 0.256
C 1.316 -4.483 -0.889 -0.03 0.02 0.02 -0.625
C -2.728 2.107 -1.784 0.01 0.04 -0.15 0.847
H -4.493 3.427 1.869 -0.01 -0.02 -0.02 0.257
O 3.176 0.701 -2.877 1.11 -0.81 -1.30 -0.991
C -0.075 -5.538 1.465 0.01 0.02 0.02 -1.487
O 9.171 1.142 -3.598 0.08 0.08 0.05 -0.683
C -4.312 -0.203 0.924 -0.04 -0.19 0.09 0.691
C 6.568 1.708 -3.136 -0.15 0.17 0.17 -0.178
P -1.716 -3.680 0.183 0.06 0.23 0.03 -0.630
H -1.613 -6.124 0.058 0.02 -0.05 -0.01 0.771
H -2.009 1.723 -4.298 0.00 0.00 0.00 0.259
H -5.607 2.652 -0.381 -0.03 0.03 0.03 0.427
C -6.714 -0.384 0.583 0.03 0.09 -0.02 -1.018
H -3.924 -6.676 -2.630 -0.01 0.00 0.00 0.425
H -1.192 -0.687 3.428 0.01 0.03 0.02 0.486
H -2.310 -6.212 -2.137 0.03 0.01 0.00 0.075
C 6.394 -0.407 -1.944 -0.09 0.05 0.11 -0.321
P -2.704 1.856 0.034 -0.01 -0.38 0.27 -0.362
C -2.361 6.097 1.818 0.00 0.01 -0.02 -0.550
C 5.220 1.898 -2.898 0.06 0.13 -0.18 -0.412
C -3.106 -5.001 -3.729 -0.04 0.02 -0.01 -0.955
H 2.890 -4.003 0.519 0.01 0.07 -0.04 0.471
O 5.211 4.099 -3.602 0.06 0.08 -0.10 -0.651
C -1.525 3.699 1.731 -0.02 -0.02 -0.02 -1.036
C -4.160 1.427 -4.370 0.00 -0.01 -0.01 -0.866
H -2.480 0.054 -4.549 -0.01 -0.02 0.01 0.384
C -6.754 0.928 0.122 0.03 -0.10 0.04 -0.903
H -4.220 -1.727 3.913 -0.01 0.00 0.00 0.377
H -2.095 -2.082 -2.158 0.01 0.00 0.00 0.028
H -4.308 3.626 -1.681 -0.01 -0.01 0.01 0.327
F 1.321 5.837 -1.380 -0.02 0.15 0.04 -0.535
H -2.923 -5.985 1.792 0.00 -0.01 0.00 0.280
O 3.697 3.438 -2.211 1.62 1.08 -1.05 -0.730
H -1.660 0.287 -2.241 0.01 0.02 0.00 0.899
C -2.778 -2.905 -2.375 0.02 0.00 0.03 -0.414
H 0.737 -3.543 1.651 0.00 0.01 0.01 0.043
C -2.225 -3.777 -3.496 0.03 -0.01 0.03 -0.752
C 0.138 -5.451 -1.013 0.02 -0.02 0.04 -1.222
F 1.360 4.493 -3.449 -0.12 0.07 0.01 -0.503
C -3.278 -5.813 -2.448 0.03 0.01 0.02 -0.460
C 1.103 -4.573 1.604 -0.02 0.00 -0.05 -0.347
C -2.613 0.753 -2.497 -0.05 -0.05 0.04 -1.171
C -3.821 2.993 -2.425 0.03 0.01 -0.02 -0.766
H -5.648 2.792 -3.572 0.00 0.01 -0.01 0.507
C 7.126 0.506 -2.748 0.44 -0.08 -0.03 -0.303
N 4.674 3.231 -2.940 0.01 -0.50 0.11 0.987
H -0.703 5.280 2.955 0.00 -0.01 -0.01 0.449
C -3.941 4.190 1.313 -0.05 -0.04 -0.02 -0.684
C 4.364 0.775 -2.534 0.53 -0.31 -0.17 0.528
C -2.666 3.587 0.705 0.14 0.10 0.09 1.253
C -5.576 1.650 0.021 0.04 -0.03 0.02 -0.069
H -3.331 3.683 -3.115 0.01 0.03 -0.03 0.563
H -3.497 5.006 3.277 0.02 0.00 -0.01 0.339
C -3.874 -4.957 -1.331 -0.03 0.04 -0.03 -1.269
H 1.625 -4.759 2.545 0.01 -0.03 0.00 0.443
Si -2.679 -0.959 1.502 0.09 -0.04 -0.32 0.456
C -3.204 -5.043 2.247 -0.03 0.00 0.01 -0.351
H -2.213 7.010 2.399 0.00 -0.01 0.00 0.501
N 8.528 0.285 -2.996 -0.42 -0.13 -0.18 0.987
H -4.484 6.053 2.279 0.00 0.00 0.00 0.500
C -0.861 -5.332 0.152 0.02 -0.08 0.01 0.752
F 0.035 6.583 -3.368 -0.04 0.14 -0.04 -0.513
H 0.526 -6.478 -1.001 0.00 0.01 -0.02 0.542
H -4.900 -4.693 -1.621 0.01 0.01 -0.01 0.523
H -4.938 -3.860 4.906 0.00 -0.01 0.00 0.385
H -2.535 0.473 3.516 0.03 0.00 0.03 0.378